1:
Formula: C4H10O3
Source: OMol25
Level of theory: wB97M-V/def2-TZVPD

XYZ file:
```
17
Properties=species:S:1:pos:R:3
C -0.597 0.743 -1.469
O -0.121 0.927 -0.114
C 1.425 1.309 0.069
C -0.346 -0.055 0.961
O -1.647 -0.525 0.887
C 0.580 -1.263 0.949
O 0.495 -1.988 -0.257
H -1.691 0.716 -1.515
H -0.159 -0.151 -1.916
H -0.244 1.635 -1.990
H 1.821 0.640 -0.719
H 1.398 2.320 -0.364
H -0.133 0.569 1.831
H -2.246 0.207 1.080
H 0.278 -1.870 1.818
H 1.613 -0.945 1.089
H -0.425 -2.269 -0.341
```

HOMO level = -7.27 eV
Kohn-Sham gap = 7.7 eV

***

2:
Formula: C4H10O3
Source: OMol25
Level of theory: wB97M-V/def2-TZVPD

XYZ file:
```
17
Properties=species:S:1:pos:R:3
C 0.461 0.275 -0.318
C -0.929 0.495 0.216
O -1.027 0.865 1.506
C -2.060 0.310 -0.576
C -3.360 0.733 -0.319
H 0.281 -0.560 -0.992
H 0.973 -0.110 0.586
H -1.969 0.886 1.746
H -2.022 -0.234 -1.504
H -3.591 1.457 0.468
H -3.969 0.566 -1.203
H 0.989 1.116 -0.743
H 4.291 -0.226 -0.262
O 3.406 -0.134 -0.608
H 2.723 -0.952 -0.401
H 1.963 -2.711 -0.467
O 2.075 -1.996 0.170
```

HOMO level = -7.16 eV
Kohn-Sham gap = 4.1 eV

***

3:
Formula: C4H10O3
Source: OMol25
Level of theory: wB97M-V/def2-TZVPD

XYZ file:
```
17
Properties=species:S:1:pos:R:3
O 0.742 -1.621 1.803
C -0.225 -0.968 1.874
C -1.110 -0.375 0.837
C -0.314 0.380 -0.217
C 0.278 1.701 0.183
O -0.258 2.853 -0.576
H -0.712 -0.717 2.898
H -1.895 0.344 1.409
H -1.829 -1.219 0.374
H 0.313 -0.480 -0.587
H -0.939 0.329 -1.330
H 0.208 2.093 1.285
H 1.334 1.672 -0.054
H -0.990 2.418 -0.965
O 1.845 -2.374 -2.373
H 1.873 -2.114 -1.471
H 1.679 -1.921 -3.090
```

HOMO level = -10.13 eV
Kohn-Sham gap = 10.7 eV

***

4:
Formula: C4H10O3
Source: OMol25
Level of theory: wB97M-V/def2-TZVPD

XYZ file:
```
17
Properties=species:S:1:pos:R:3
C -2.553 0.898 -0.627
O -1.360 0.915 0.123
C -0.441 -0.112 -0.172
C 0.913 0.325 0.314
O 1.029 0.287 1.735
C 1.824 -0.752 -0.285
O 2.898 -1.050 0.548
H -3.096 1.834 -0.450
H -3.170 0.059 -0.296
H -2.369 0.812 -1.711
H -0.458 -1.221 0.192
H -0.425 -0.284 -1.255
H 1.120 1.354 -0.008
H 0.211 -0.072 2.102
H 2.217 -0.404 -1.255
H 1.122 -1.680 -0.398
H 2.537 -0.909 1.441
```

HOMO level = -9.80 eV
Kohn-Sham gap = 10.6 eV

***

Tell me which of them is the most stable. Sure, it is 4.

***

1:
Formula: C4H10O3
Source: OMol25
Level of theory: wB97M-V/def2-TZVPD

XYZ file:
```
17
Properties=species:S:1:pos:R:3
O 0.358 -1.828 0.497
C 0.671 -0.805 -0.042
C 1.176 0.437 0.648
C 1.121 0.358 2.172
C 0.062 1.270 2.798
O -1.213 1.113 2.222
H 0.659 -0.719 -1.143
H 0.661 1.274 0.195
H 2.226 0.467 0.337
H 2.081 0.681 2.547
H 0.906 -0.659 2.512
H 0.077 1.075 3.877
H 0.333 2.318 2.684
H -1.430 0.170 2.226
O -1.530 -0.678 -7.041
H -1.039 -0.520 -6.229
H -2.378 -0.249 -6.885
```

HOMO level = -10.03 eV
Kohn-Sham gap = 10.7 eV

***

2:
Formula: C4H10O3
Source: OMol25
Level of theory: wB97M-V/def2-TZVPD

XYZ file:
```
17
Properties=species:S:1:pos:R:3
C -1.399 1.870 1.995
C -0.230 1.100 1.895
C -0.121 0.297 0.644
C 0.551 -0.914 0.673
O -0.906 0.638 -0.374
H -2.115 1.878 1.235
H -1.484 2.538 2.820
H 0.520 0.805 2.567
H 0.165 -1.643 -0.022
H 0.803 -1.448 1.689
H -0.571 0.205 -1.170
O 3.176 0.958 -1.443
H 3.009 1.650 -2.055
H 2.510 1.372 -0.764
O -1.341 -3.171 -2.203
H -0.779 -3.707 -1.577
H -2.290 -3.158 -1.802
```

HOMO level = -8.47 eV
Kohn-Sham gap = 8.9 eV

***

Tell me which of them is the most stable. Sure, it is 1.

***

1:
Formula: C4H10O3
Source: OMol25
Level of theory: wB97M-V/def2-TZVPD

XYZ file:
```
17
Properties=species:S:1:pos:R:3
O 1.197 0.770 2.726
C 0.738 0.107 1.832
C 1.220 0.516 0.405
C 0.390 0.073 -0.842
C 0.257 -1.446 -0.916
O -0.937 -1.951 -1.589
H -0.020 -0.663 1.948
H 2.209 0.004 0.500
H 1.334 1.630 0.326
H -0.700 0.372 -0.879
H 1.026 0.366 -1.709
H 0.998 -2.026 -1.483
H 0.192 -1.871 0.085
H -1.585 -1.267 -1.315
O -2.154 1.568 0.199
H -1.492 2.063 -0.267
H -2.671 1.756 0.979
```

HOMO level = -9.76 eV
Kohn-Sham gap = 10.3 eV

***

2:
Formula: C4H10O3
Source: OMol25
Level of theory: wB97M-V/def2-TZVPD

XYZ file:
```
17
Properties=species:S:1:pos:R:3
C -3.817 -1.390 -1.266
C -2.935 -1.457 -0.266
C -2.363 -0.120 0.220
C -1.319 0.278 -0.493
O -0.827 1.583 -0.269
H -4.141 -2.375 -1.677
H -4.050 -0.474 -1.788
H -2.659 -2.307 0.344
H -3.000 0.228 1.001
H -0.798 -0.107 -1.367
H -1.560 2.100 0.066
O 2.312 1.812 -0.116
H 2.605 1.046 0.394
H 1.420 1.925 0.243
O 6.329 -1.003 1.658
H 6.638 -1.911 1.714
H 5.412 -0.998 1.401
```

HOMO level = -9.47 eV
Kohn-Sham gap = 10.1 eV

***

Tell me which of them is the most stable. Sure, it is 1.

***

1:
Formula: CH12NO3
Source: OMol25
Level of theory: wB97M-V/def2-TZVPD

XYZ file:
```
17
Properties=species:S:1:pos:R:3
C 1.116 0.799 0.788
N 0.129 0.030 -0.017
H 0.771 0.497 1.799
H 0.968 1.841 0.541
H 2.158 0.498 0.598
H -0.511 -0.603 0.493
H -0.446 0.776 -0.607
H 0.528 -0.580 -0.700
H 1.458 -0.525 -3.158
H 1.880 -1.811 -2.513
O 1.329 -1.031 -2.382
H -2.788 0.360 -0.947
H -2.825 1.666 -1.743
O -2.195 0.959 -1.381
H -0.651 -0.384 3.561
H -0.208 -1.641 2.983
O -0.712 -0.852 2.685
```

HOMO level = -15.74 eV
total charge = +1
Kohn-Sham gap = 12.8 eV

***

2:
Formula: CH12NO3
Source: OMol25
Level of theory: wB97M-V/def2-TZVPD

XYZ file:
```
17
Properties=species:S:1:pos:R:3
C -1.289 -1.628 0.808
N -0.769 -0.327 0.182
H -0.779 -1.641 1.763
H -2.335 -1.622 0.838
H -1.040 -2.509 0.239
H 0.291 -0.216 -0.125
H -0.931 0.409 0.836
H -1.360 -0.051 -0.572
H -0.162 -0.598 -3.692
H 0.587 0.737 -3.960
O 0.394 0.100 -3.216
H -0.741 2.669 2.195
H 0.347 1.890 2.958
O -0.415 1.743 2.321
H 2.735 0.213 0.263
H 1.875 -1.057 -0.260
O 1.850 -0.113 0.071
```

HOMO level = -14.88 eV
total charge = +1
Kohn-Sham gap = 11.8 eV

***

Tell me which of them is the most stable. Sure, it is 1.

***

1:
Formula: C3H3BrN2O
Source: OMol25
Level of theory: wB97M-V/def2-TZVPD

XYZ file:
```
10
Properties=species:S:1:pos:R:3
C -0.546 -0.509 -1.517
C -0.023 -0.434 0.642
C 0.129 1.407 -0.523
N -0.322 -1.140 -0.385
N 0.649 -0.701 1.733
O -0.379 0.804 -1.584
Br -0.595 3.118 -0.229
H -0.843 -1.018 -2.413
H 0.649 -0.035 2.486
H 1.281 -1.493 1.790
```

HOMO level (spin up / spin down) = -7.53 / -7.53 eV
Kohn-Sham gap (spin up / spin down) = 7.9 / 7.9 eV

***

2:
Formula: C3H3BrN2O
Source: OMol25
Level of theory: wB97M-V/def2-TZVPD

XYZ file:
```
10
Properties=species:S:1:pos:R:3
N 0.667 -2.171 0.565
C -0.214 -1.304 0.677
N -1.074 -0.464 0.854
Br -2.842 -0.316 0.448
H 1.004 -2.828 1.246
C 0.715 1.177 -1.222
C 0.266 1.681 -0.075
O -0.203 2.193 0.865
H -0.078 0.971 -1.869
H 1.758 1.061 -1.489
```

HOMO level = -9.03 eV
Kohn-Sham gap = 8.7 eV

***

Tell me which of them is the most stable. Sure, it is 2.

***

1:
Formula: C14H10F6IrN2O5PS3Se2
Source: OMol25
Level of theory: wB97M-V/def2-TZVPD

XYZ file:
```
44
Properties=species:S:1:pos:R:3
Ir -1.774 0.921 1.163
F -0.770 -1.435 5.696
C -1.700 -0.490 5.644
F -2.785 -0.876 6.278
F -1.230 0.628 6.165
S -2.091 -0.129 3.874
O -0.808 0.113 3.197
O -2.903 1.054 4.002
N -2.839 -1.367 3.307
S -2.498 -2.095 1.949
O -3.564 -2.898 1.484
O -1.849 -1.193 0.925
C -1.087 -3.227 2.384
F -0.991 -4.180 1.477
F -1.288 -3.743 3.582
F 0.043 -2.520 2.397
Se -1.700 0.817 -1.398
P 0.458 0.694 -1.155
Se 0.682 0.763 1.009
C 1.223 2.117 -1.940
C 0.921 2.386 -3.276
C 1.483 3.488 -3.893
C 2.330 4.330 -3.181
C 2.621 4.068 -1.853
C 2.070 2.959 -1.226
C 1.132 -0.813 -1.846
C 0.840 -1.138 -3.172
C 1.396 -2.273 -3.731
C 2.225 -3.090 -2.972
C 2.492 -2.781 -1.647
C 1.948 -1.639 -1.078
H 0.237 1.754 -3.830
H 1.253 3.698 -4.929
H 2.756 5.198 -3.666
H 3.272 4.729 -1.297
H 2.294 2.758 -0.187
H 0.172 -0.521 -3.762
H 1.179 -2.525 -4.760
H 2.660 -3.975 -3.416
H 3.123 -3.427 -1.052
H 2.155 -1.402 -0.042
O -4.221 0.650 1.508
S -4.053 2.051 1.996
N -2.814 2.563 1.272
```

HOMO level (spin up / spin down) = -12.39 / -12.38 eV
⟨S²⟩ = 0.762
total charge = +1
multiplicity = 2
Kohn-Sham gap (spin up / spin down) = 6.6 / 6.3 eV

***

2:
Formula: C14H10F6IrN2O5PS3Se2
Source: OMol25
Level of theory: wB97M-V/def2-TZVPD

XYZ file:
```
44
Properties=species:S:1:pos:R:3
Ir -2.054 0.190 1.239
F -1.019 3.690 0.318
C -2.002 4.365 0.907
F -1.516 5.435 1.504
F -2.909 4.705 0.012
S -2.815 3.276 2.163
O -3.174 2.059 1.412
O -3.864 4.011 2.754
N -1.618 2.983 3.192
S -0.913 1.622 3.132
O -1.756 0.439 3.416
O -0.269 1.288 1.831
C 0.404 1.781 4.430
F 1.052 0.633 4.454
F -0.170 2.021 5.585
F 1.208 2.763 4.083
Se -1.765 -3.301 -1.479
P -0.082 -2.105 -0.842
Se -0.807 -1.877 1.239
C 0.128 -0.550 -1.693
C 0.790 0.505 -1.065
C 0.970 1.695 -1.748
C 0.494 1.829 -3.048
C -0.160 0.777 -3.670
C -0.348 -0.419 -2.995
C 1.450 -3.027 -0.812
C 2.640 -2.409 -1.197
C 3.827 -3.119 -1.128
C 3.828 -4.431 -0.676
C 2.641 -5.044 -0.294
C 1.448 -4.348 -0.363
H 1.159 0.399 -0.052
H 1.479 2.519 -1.266
H 0.633 2.763 -3.576
H -0.537 0.888 -4.677
H -0.881 -1.232 -3.472
H 2.641 -1.390 -1.561
H 4.752 -2.648 -1.433
H 4.757 -4.981 -0.626
H 2.645 -6.069 0.050
H 0.520 -4.829 -0.080
O -3.616 -0.059 -2.563
S -4.084 -0.497 -1.273
N -3.107 -0.303 -0.130
```

HOMO level (spin up / spin down) = -12.07 / -12.40 eV
⟨S²⟩ = 0.758
total charge = +1
multiplicity = 2
Kohn-Sham gap (spin up / spin down) = 6.9 / 6.6 eV

***

Tell me which of them is the most stable. Sure, it is 2.